Computed, not measured: 6 unconnected molecules or ions with the total composition C40H51BF6O12, with ωB97M-V/def2-TZVPD.

Structure (XYZ):
```
110
Properties=species:S:1:pos:R:3:forces:R:3:mulliken_charge:R:1
C 3.997419 -3.249039 -1.463005 0.02 0.00 0.15 -0.370
C 3.067847 -2.722184 -0.918988 -0.17 -0.17 -0.28 -1.214
C 1.834413 -2.184081 -0.420866 0.18 0.26 0.25 1.779
C 0.681761 -2.977792 -0.371342 -0.09 -0.31 0.02 0.147
C 0.748811 -4.403455 -0.863944 0.21 0.32 -0.03 -1.393
C 0.162657 -4.549438 -2.260505 0.15 -0.45 -0.39 0.447
O 0.563842 -5.397732 -3.016812 -0.05 0.03 0.12 -0.573
C -0.545690 -2.450219 0.056948 -0.30 0.18 -0.10 0.087
B -1.809731 -3.413541 0.076570 -0.10 -0.22 0.29 0.714
C -2.017616 -4.506304 1.210694 -0.08 0.51 -0.29 -1.216
O -2.726476 -3.277541 -0.922386 0.48 -0.26 0.09 -0.390
C -0.617997 -1.100193 0.412832 0.13 0.05 0.31 0.235
C -1.917827 -0.395193 0.756002 0.28 -0.11 -0.41 -0.483
O -2.474306 0.296659 -0.049201 -0.20 0.08 0.21 -0.573
C -2.537370 -0.533634 2.172415 0.20 -0.63 -0.02 1.012
F -1.712834 -1.303010 2.927748 -0.08 0.07 0.08 -0.313
F -2.633721 0.668860 2.741405 -0.04 0.31 -0.09 -0.284
C -3.957673 -1.188051 2.249738 -0.22 0.58 0.13 0.382
F -4.516681 -0.775790 3.405119 0.06 -0.13 0.06 -0.283
F -3.828193 -2.521116 2.312899 0.08 -0.20 -0.19 -0.260
C -4.976742 -0.870426 1.119559 -0.30 0.12 0.52 0.979
F -6.150413 -1.434485 1.521810 -0.02 0.00 0.02 -0.338
F -4.609259 -1.474291 -0.005610 0.14 -0.08 -0.14 -0.133
C -5.294009 0.611242 0.823253 0.14 0.09 -0.68 0.073
O -5.396559 0.991062 -0.305808 -0.09 0.01 0.21 -0.476
O -5.496113 1.357547 1.904586 0.08 -0.17 0.01 -0.448
C 0.533023 -0.317143 0.374202 0.00 0.25 0.00 1.030
C 1.750815 -0.848560 -0.019945 0.13 -0.10 -0.07 0.551
C 2.955482 0.052523 -0.008882 -0.15 0.06 -0.04 -0.099
O 4.061051 -0.340467 0.265663 0.07 0.02 -0.15 -0.533
C 2.660855 1.484055 -0.318550 -0.22 -0.25 0.08 -0.734
C 1.491314 1.988558 0.063031 0.09 0.25 -0.28 -0.537
C 0.503233 1.127888 0.766265 0.25 -0.28 -0.05 -0.148
O -0.249163 1.525974 1.624869 -0.19 0.24 -0.12 -0.543
H 4.838913 -3.735401 -1.895663 -0.01 0.03 -0.02 0.561
H 1.778966 -4.750535 -0.916624 -0.01 -0.04 0.01 0.197
H 0.234982 -5.084666 -0.184865 -0.16 0.03 -0.03 0.330
H -0.638078 -3.873732 -2.603002 0.01 0.15 0.24 0.252
H -1.584827 -4.187009 2.158810 0.14 -0.13 -0.01 0.302
H -3.086972 -4.650532 1.380515 0.05 -0.23 -0.04 0.361
H -1.569946 -5.452925 0.905220 -0.04 -0.11 0.14 0.420
H -3.360987 -4.002971 -0.875043 -0.26 0.23 -0.06 0.197
H -5.703413 2.245435 1.571674 -0.02 0.04 0.12 0.409
H 3.412732 2.083565 -0.813382 0.14 -0.05 0.14 0.439
H 1.260158 3.026961 -0.141094 -0.16 0.01 0.35 0.466
C 6.903275 -6.554025 1.463274 0.04 0.03 -0.04 -0.558
C 6.283045 -5.403411 2.252873 -0.04 -0.08 0.03 -0.563
C 5.257547 -4.871758 1.261676 0.04 0.04 -0.02 -0.243
O 4.826957 -5.992491 0.484598 0.02 0.00 0.00 -0.351
C 5.692722 -7.104723 0.720680 -0.04 -0.01 0.05 -0.482
H 7.390578 -7.302368 2.086573 -0.01 0.00 0.01 0.343
H 7.639026 -6.168892 0.753670 0.00 -0.01 0.00 0.258
H 5.784125 -5.786455 3.145960 0.00 0.00 0.00 0.274
H 7.000749 -4.645303 2.562230 0.01 0.00 -0.02 0.348
H 5.701135 -4.128504 0.592141 0.01 0.05 0.06 0.215
H 4.390925 -4.419509 1.744885 -0.03 0.01 -0.04 0.162
H 5.159235 -7.844675 1.327247 0.03 -0.02 0.00 0.274
H 5.949111 -7.563079 -0.235083 -0.03 0.01 -0.02 0.266
C 0.422414 4.441331 3.731484 -0.12 -0.16 0.05 -0.124
C 1.481933 4.106774 4.778198 0.04 0.10 -0.01 -0.582
C 2.646015 3.666039 3.899796 -0.03 -0.10 -0.04 -0.453
O 2.534742 4.401567 2.678012 -0.05 0.02 0.00 -0.361
C 1.260131 5.049613 2.621619 0.10 0.07 -0.02 -0.428
H -0.355866 5.112518 4.092643 0.03 0.03 0.01 0.366
H -0.052315 3.526509 3.370618 0.00 0.01 0.02 -0.132
H 1.745473 5.002053 5.347175 0.03 -0.01 -0.01 0.274
H 1.177318 3.334141 5.482198 -0.02 -0.01 -0.01 0.364
H 2.581133 2.596705 3.670367 0.01 -0.01 0.04 0.268
H 3.622003 3.864410 4.345506 0.02 0.02 -0.03 0.292
H 1.411480 6.125956 2.764506 -0.07 0.01 0.00 0.330
H 0.818509 4.888869 1.636689 0.07 0.02 -0.04 0.237
C 4.839907 7.096961 3.896103 0.06 0.00 0.03 -0.250
C 4.589504 8.575670 4.181481 -0.06 0.00 0.00 -0.596
C 5.278299 9.236920 2.994378 0.05 -0.03 -0.02 -0.493
O 5.159568 8.324965 1.902192 0.01 0.01 0.06 -0.443
C 4.712875 7.052645 2.380697 -0.10 0.00 -0.05 -0.093
H 4.139223 6.426433 4.392803 -0.02 0.01 -0.02 0.062
H 5.852236 6.821853 4.201108 -0.01 -0.01 0.00 0.302
H 3.517551 8.786039 4.161851 0.01 0.00 0.00 0.263
H 4.985214 8.912167 5.138845 0.01 0.00 0.00 0.356
H 6.340984 9.408536 3.198753 -0.01 0.02 0.03 0.272
H 4.823741 10.187801 2.713156 0.01 0.00 -0.03 0.285
H 3.671667 6.905101 2.078563 0.01 -0.05 0.01 0.044
H 5.315836 6.267523 1.924657 0.00 0.02 -0.03 0.275
C -3.117162 -2.181252 -5.908348 0.02 0.00 -0.06 -0.466
C -3.337673 -3.684879 -6.058394 -0.03 0.00 0.05 -0.593
C -2.010352 -4.243743 -5.562988 0.04 0.02 -0.03 -0.443
O -1.536141 -3.324368 -4.575676 -0.06 0.07 0.00 -0.333
C -2.306398 -2.117185 -4.622246 -0.06 -0.04 0.05 -0.235
H -4.038531 -1.603960 -5.851355 0.00 0.01 0.01 0.297
H -2.528198 -1.802883 -6.746661 0.00 0.01 0.01 0.272
H -4.152881 -4.011395 -5.408319 0.00 -0.01 0.00 0.266
H -3.569118 -3.994896 -7.076345 0.01 0.01 -0.01 0.356
H -1.274307 -4.300633 -6.371127 -0.02 -0.02 -0.02 0.287
H -2.100580 -5.231750 -5.110890 0.04 0.00 0.03 0.245
H -2.956965 -2.080726 -3.741786 0.00 0.03 0.00 0.021
H -1.629254 -1.263304 -4.585810 0.03 -0.02 0.01 0.302
C -7.454682 2.178386 -4.159978 0.00 -0.06 0.00 -0.569
C -6.481427 2.434662 -3.011985 -0.04 0.11 -0.06 -0.370
C -5.222621 1.744721 -3.516279 -0.02 -0.06 -0.01 -0.147
O -5.251050 1.854137 -4.944728 -0.01 -0.01 0.01 -0.442
C -6.538997 2.298935 -5.370890 0.03 0.05 0.01 -0.470
H -8.290874 2.875838 -4.192436 0.01 0.01 0.00 0.351
H -7.857324 1.165142 -4.090729 0.00 0.01 0.00 0.270
H -6.307691 3.508425 -2.902581 0.01 -0.01 0.00 0.260
H -6.815043 2.042893 -2.056010 0.00 -0.03 0.02 0.244
H -5.215732 0.685776 -3.240809 0.00 0.00 0.05 0.096
H -4.305858 2.201158 -3.142798 0.02 -0.01 -0.03 0.247
H -6.461586 3.339494 -5.706130 -0.04 0.00 -0.01 0.264
H -6.863199 1.688647 -6.215126 0.03 0.00 -0.01 0.284
```
Positions in Å, forces in eV/Å.

Output
Structure (SMILES): C#Cc1c(CC=O)c(B(C)O)c(C(=O)C(F)(F)C(F)(F)C(F)(F)C(=O)O)c2c1C(=O)C=CC2=O.C1CCOC1.C1CCOC1.C1CCOC1.C1CCOC1.C1CCOC1
2S+1: 1
F_max: 0.70 eV/Å
Electronic energy: -83855.192 eV